No. 1
Here is a structure of composition C21H50Cl3N6O9 from OMol25. Energies are from ωB97M-V/def2-TZVPD.

Geometry as XYZ:
```
89
Properties=species:S:1:pos:R:3:forces:R:3
H -11.3223 13.7916 -0.0878 0.485 -0.066 -0.230
H -9.8750 11.6950 -0.2698 0.478 -0.106 -0.041
H -1.7803 7.4395 8.1729 0.038 0.030 -0.023
O -0.7188 12.5264 5.4949 -14.110 0.638 -4.458
O -3.1066 6.2672 4.3746 -0.631 0.669 0.107
H -3.3847 11.9533 4.5858 0.030 -0.014 0.271
H 1.2214 7.9966 3.9302 0.064 0.213 -0.093
H -13.4535 13.7445 1.3900 0.405 0.039 -0.393
N 1.0590 12.4926 6.0061 14.215 0.995 1.548
N -1.9213 7.8245 5.4292 -0.336 0.858 0.340
O -0.9125 10.3553 5.4173 -1.429 0.334 0.138
H -0.1376 8.0181 8.3684 0.058 0.154 0.147
C -1.1865 8.3078 8.4525 -0.182 0.049 -0.426
H 2.5916 7.4167 7.9875 0.018 -0.209 -0.007
H -0.0478 9.9914 10.2611 0.123 -0.107 -0.245
H -0.8470 9.5483 11.5703 -0.631 -0.202 0.182
H 2.5282 9.0257 3.4003 0.163 -0.317 -0.263
H -1.3675 11.6899 11.2154 -0.572 0.427 -0.123
C -0.1198 14.5966 6.8363 -0.452 0.302 1.544
C -8.1772 13.0394 3.0723 -1.310 2.541 -0.869
H -7.5854 14.6430 1.6920 0.840 -0.845 -0.364
H 0.2916 9.7835 6.0791 0.210 0.347 0.065
H 1.6560 10.0934 7.1343 0.421 -0.338 0.033
H -9.1358 12.5590 3.2712 0.231 -0.381 0.397
H -12.7231 14.9462 2.5156 -0.181 0.200 -0.435
H -5.7385 13.0909 4.4029 -0.884 0.753 -0.304
H -11.9294 12.2329 0.5478 0.077 -0.135 -0.726
C -1.7695 11.0709 10.4152 0.850 -0.181 0.432
H 1.2759 12.2832 3.7610 -0.459 0.223 0.382
C -0.4675 8.5746 1.8782 0.271 -0.668 1.480
C 1.5106 8.1859 6.3223 0.823 0.542 0.507
H -13.1586 13.3897 3.0665 0.177 -0.378 -0.027
C -8.4190 13.9455 1.8377 0.687 -0.492 -0.729
C -1.3478 11.4770 5.1206 -0.794 0.605 -2.726
C 1.0553 8.8048 2.0559 -1.392 1.765 -2.613
H -1.0179 8.9876 2.7290 0.223 -0.194 0.349
C -11.1443 12.9896 0.6284 -1.287 0.111 2.450
O 0.7894 7.4464 5.6775 0.148 -0.406 0.114
H -5.5157 11.4526 4.1721 -0.195 -0.422 -0.897
Cl -0.0498 14.2112 2.2458 1.218 0.272 0.928
C -4.2610 8.2226 5.1602 -0.455 0.860 0.202
H -0.9726 14.4147 6.1822 0.515 0.352 0.040
H 2.2909 11.2313 4.7848 -0.542 -0.257 -0.090
O -7.0987 12.1404 2.9540 1.042 0.988 -0.104
H 0.0964 12.1190 5.8717 0.492 -1.312 1.666
N -8.6443 13.1354 0.5988 0.099 1.118 1.076
H 1.5191 11.9230 6.7059 0.986 0.447 0.284
C 1.1717 13.9541 6.4114 -1.461 0.212 -0.741
H 0.0169 15.6390 7.1175 0.358 0.159 -0.762
H -3.9260 9.1203 5.6835 -0.193 0.315 -0.228
H -1.3918 9.0732 7.7015 0.101 0.222 0.307
O 1.6398 9.3583 1.1371 0.329 0.046 0.114
N 1.1863 9.4928 6.4829 0.454 -0.742 0.439
O -11.3907 13.5003 1.9835 -0.243 -0.016 -0.863
C -3.0793 7.3686 4.9160 0.505 -2.488 -0.345
C -2.4672 11.6361 4.0844 -0.429 -0.342 1.189
H -4.7324 8.4707 4.2100 -0.175 0.036 0.126
N 1.6688 8.5412 3.2061 -0.245 -0.619 1.309
H -2.7058 10.6834 3.6158 0.241 0.093 -0.211
H -1.4389 11.4618 9.4556 -0.583 0.158 -0.053
N -0.9928 9.7984 10.5920 0.962 0.065 -0.456
H -0.6491 7.4981 1.8863 -0.263 0.012 -0.145
H -7.8140 12.5558 0.6529 -0.109 -0.362 -0.668
H -2.1316 13.3121 2.3775 -0.347 0.754 -1.196
Cl -1.9545 14.6035 0.2780 -0.612 -0.760 0.350
C -9.8306 12.2832 0.6517 0.309 -0.122 -1.090
H -8.0336 13.8808 3.7579 0.375 -0.775 1.038
C -6.3122 12.2012 4.1352 -0.293 -1.928 0.531
O 2.1705 14.5722 6.2680 0.685 -0.512 0.056
C 2.7960 7.6981 6.9525 -0.171 -0.098 -0.058
H -9.1016 14.7732 2.0418 -1.175 -0.950 0.072
O -2.2174 7.8672 10.5330 0.335 1.039 -0.157
H -0.4259 14.2257 7.8222 -0.027 -0.655 -0.074
C -12.7370 13.9017 2.1968 0.170 0.377 1.123
Cl -1.0234 11.8488 0.9017 -0.254 0.610 0.203
H 3.6011 8.4322 6.9799 -0.125 0.106 -0.162
H -9.8322 11.5539 1.4664 -0.103 0.075 0.196
H -1.1001 7.2687 5.2362 0.019 0.362 -0.071
C -1.5623 8.6005 9.8550 -0.701 -2.051 0.653
H 2.7429 12.8357 4.6573 -0.383 0.544 -0.107
H -7.0138 11.8185 4.8817 0.368 0.759 0.860
H 3.1036 6.8228 6.3851 0.118 -0.052 0.216
H -4.9841 7.7671 5.8361 -0.003 -0.359 -0.289
H -2.8282 10.8491 10.5104 0.031 0.243 -0.069
C 1.8457 12.2197 4.6828 1.043 -0.341 1.589
C -1.4388 13.4631 1.5556 0.239 0.021 -1.278
H -1.8599 8.8428 5.4958 0.589 -0.809 -0.097
H -2.2879 12.4372 3.3727 0.274 -0.831 0.734
H -0.9593 9.0521 1.0364 0.844 -0.195 -0.481
```
Positions in Å, forces in eV/Å.

Output
Charge: +1
Gap between HOMO and LUMO, Ha: 0.216
E_LUMO, eV: -4.22
Total energy, a.u.: -3215.93927
HOMO level, eV: -10.09
2S+1: 1


No. 2
Here is a structure of composition C21H50ClN6O9P3S from OMol25. Energies are from ωB97M-V/def2-TZVPD.

Geometry as XYZ:
```
91
Properties=species:S:1:pos:R:3:forces:R:3
H -1.9670 -1.9934 -3.0840 -0.154 -0.015 0.002
H 1.8468 -4.9892 4.0808 0.016 -0.053 0.000
H 1.3351 0.5987 5.8540 0.025 -0.049 -0.025
H 4.2683 -2.1228 4.6355 -0.040 -0.001 -0.062
C 0.2998 3.2912 -2.3175 0.397 1.032 1.122
C 3.8662 -3.1228 4.4324 0.017 0.414 -0.042
C 1.4288 -4.9357 -0.5743 -0.642 -0.142 0.246
H -4.5350 4.3716 -2.7848 0.181 0.329 0.188
N 1.0766 -1.6272 -0.8388 -0.203 -0.103 0.586
O -1.4041 6.9103 -5.4761 -0.333 -0.613 0.460
N -0.8178 -3.0724 -1.6394 -0.663 1.199 -2.220
C 0.9304 4.6040 -4.4052 -0.064 -0.035 0.807
H 1.0670 4.2678 -5.4258 -0.242 -0.005 -0.095
P -2.7204 5.9898 -5.7623 -0.011 0.948 -1.065
H 2.1624 0.6089 7.4063 0.000 -0.090 0.029
N 1.9417 -1.3125 6.5242 0.921 1.912 -1.510
H -2.3941 -3.0375 -0.2846 0.017 -0.061 -0.289
H -2.0872 1.6630 -3.7196 -0.165 0.041 -0.141
H 2.0398 -6.0575 -2.7942 -0.099 0.021 0.186
H 3.0926 0.3825 5.9105 0.046 0.096 0.108
H 0.8718 0.4112 -0.3472 -0.001 -0.123 0.084
N 1.2621 -4.3351 -1.8772 0.356 -0.232 -0.700
H 1.7588 0.1055 -1.8606 -0.021 0.047 -0.010
C -1.4448 -2.5169 -0.4476 0.159 0.480 0.239
H 2.1658 -2.7645 0.5652 -0.002 -0.028 -0.112
C -3.7212 4.2394 -3.5116 -0.643 0.146 1.377
H -1.8966 8.1809 -2.3631 -0.827 0.578 0.755
C -3.0700 6.5623 -2.9117 0.182 -0.011 -0.354
H 3.1666 -1.6525 -0.3968 0.012 0.016 0.004
H -0.1054 4.8600 -4.1936 -0.130 0.047 -0.477
O 0.2758 3.9975 -1.3277 -0.282 -0.784 -0.743
O -4.4020 3.5323 -4.5766 0.527 1.520 -0.986
P 0.8456 -2.7014 -2.1687 2.872 -1.676 4.857
H -3.0675 8.5215 -3.7665 0.683 -0.265 -0.676
H 1.8967 -4.6708 -3.8586 0.069 0.079 0.023
C 2.1869 -1.7903 0.0819 0.353 -0.274 -0.058
H 3.2007 -4.7182 -2.6655 0.026 -0.056 -0.087
C -1.6757 2.6215 -3.4247 0.970 0.171 0.605
S -5.4777 4.6514 -5.1271 -2.744 -0.691 1.932
H -2.7192 -3.4900 -2.4917 0.034 0.006 0.081
C -3.5143 5.6627 -4.0293 -0.456 0.414 0.666
O 2.0369 -2.3224 -3.0234 -2.482 0.613 -1.996
C 2.1478 -4.9714 -2.8452 0.338 0.278 -0.027
O -6.6862 4.3495 -4.4425 -0.196 0.044 0.172
P 1.5106 -2.0287 4.9498 -1.779 -5.302 1.949
H 2.0941 -1.0729 0.8995 -0.085 0.097 -0.103
H -0.8420 -2.6867 0.4400 0.154 0.107 -0.105
H -1.3431 -3.0535 7.0326 -0.018 0.040 -0.070
H 2.8565 -1.3213 8.3894 -0.115 0.211 -0.163
H 3.9477 -1.8134 7.0853 0.045 -0.047 0.081
H 2.4374 -4.7678 -0.1763 -0.006 -0.009 0.013
Cl -1.9482 4.1935 -6.4834 0.078 0.053 0.424
H 2.6909 -2.9113 7.6845 0.002 -0.033 -0.201
O 1.2158 -2.1966 3.4753 1.159 3.010 0.029
C -0.4231 -3.3333 6.5111 0.172 0.246 0.629
H -1.6582 -1.4447 -0.5273 -0.035 0.016 0.093
O -5.5647 4.7412 -6.5318 1.413 0.160 -0.433
H 3.0428 -5.3677 5.3415 0.115 0.111 -0.121
H -0.0015 -0.0913 -1.7851 0.060 0.006 -0.049
H -1.1020 6.8275 -4.5596 0.296 0.116 -0.013
N -0.0643 -2.3156 5.5513 -0.479 0.335 -0.610
C -2.6774 7.8324 -3.0285 0.086 -0.062 0.066
H 2.2076 3.9701 -2.8275 0.227 -0.412 0.175
C 0.9292 -0.2348 -1.2259 -0.271 -0.052 -0.338
H 0.3325 -3.4569 7.2874 0.150 0.015 -0.116
H -1.2028 3.0983 -4.2776 -0.305 -0.017 -0.181
C 2.9157 -1.8757 7.4479 0.440 -0.333 -0.169
H -2.1926 4.1814 -1.9969 0.201 0.214 -0.200
H -2.0944 -1.9078 5.1953 0.092 -0.080 0.172
H 4.6269 -3.8405 4.7457 -0.087 -0.050 0.080
H 1.4299 -4.9425 5.8080 -0.079 0.112 -0.089
C -2.6801 3.4957 -2.6826 -0.431 -1.019 -1.036
H -3.0803 6.1328 -1.9160 0.941 -0.443 -0.111
H -0.9953 -1.1823 4.0372 0.048 -0.069 -0.063
H -1.3289 -2.9169 3.9488 -0.077 0.057 -0.043
C -1.7710 -3.0223 -2.7608 0.152 -0.439 -0.126
H -3.2488 2.8217 -2.0417 0.022 -0.026 0.088
H 1.6532 2.6129 -3.8700 0.074 -0.090 0.136
C 1.3732 3.5317 -3.3611 -0.331 0.166 -0.531
H 0.6992 -4.5696 0.1486 0.021 0.191 -0.049
O -0.6171 2.2902 -2.4759 0.074 0.143 -0.303
H -0.5984 -4.3026 6.0279 -0.015 -0.002 0.015
H 1.2731 -6.0174 -0.6342 0.029 0.009 -0.083
C 2.2069 -4.7139 5.0813 -0.373 -0.062 -0.129
O -4.9223 5.9975 -4.3477 0.629 -1.616 -1.597
C 2.1535 0.1426 6.4204 -0.474 0.074 -0.005
N 2.6304 -3.3287 5.1718 0.134 -0.239 0.618
H 3.7206 -3.2126 3.3488 0.039 0.004 -0.004
H -1.3693 -3.5745 -3.6167 0.037 0.043 0.024
H 1.4861 5.5283 -4.2640 0.164 -0.030 -0.040
C -1.1722 -2.0730 4.6337 0.106 -0.230 -0.366
```
Positions in Å, forces in eV/Å.

Output
Charge: 0
Gap between HOMO and LUMO, Ha: 0.289
E_LUMO, eV: -0.20
Total energy, a.u.: -3718.11198
Energy relative to the best compared isomer or geometry (same formula, charge and spin), kJ/mol: 0.0
HOMO level, eV: -8.07
2S+1: 1


No. 3
Here is a cluster of 12 separate species, C21H50FNO14 in total from OMol25. Energies are from ωB97M-V/def2-TZVPD.

Geometry as XYZ:
```
87
Properties=species:S:1:pos:R:3:forces:R:3
H -4.7614 2.8596 -2.1035 -0.014 -0.025 0.046
H -3.7834 -0.0944 -3.1027 -0.004 -0.023 -0.031
H 5.8631 -1.2197 -0.4174 0.066 0.180 0.062
O 0.2526 -3.1627 2.5848 -0.021 0.120 -0.060
H 5.0175 1.8386 4.1920 0.031 -0.034 0.009
H -3.1222 1.1640 2.1564 0.053 -0.023 0.052
H 1.1451 -3.0878 2.9362 0.008 -0.026 0.000
C 3.2257 1.2940 3.1367 0.002 0.203 0.146
H 5.0586 3.3061 2.4173 -0.041 0.047 -0.083
H -8.6223 4.6418 0.1111 -0.180 -0.257 0.038
O -2.0492 2.9333 -1.0704 0.308 0.180 -0.054
H -5.6765 3.8694 0.8254 0.026 -0.138 -0.037
C 6.8906 -3.4460 1.3984 -0.055 -0.031 0.200
H 0.8620 -4.4116 -1.5797 -0.014 -0.009 0.067
C -2.1861 -0.9797 -1.9577 0.246 0.535 0.083
H 0.8246 4.7602 1.1314 0.063 0.013 -0.022
H -2.1994 -1.6543 -2.8119 0.036 -0.122 0.046
C 5.3971 -1.5621 0.5090 0.027 -0.595 -0.261
H -1.1836 3.0111 -0.6582 0.048 -0.008 -0.032
C -4.1822 0.4257 -1.1142 -0.049 0.551 -0.053
H -2.6773 1.1006 -2.4710 0.176 -0.041 -0.026
F 5.9142 -3.5247 -0.7620 -0.090 -0.074 0.009
H 7.8123 -3.3639 0.8258 0.003 0.099 -0.071
H 5.8810 -1.1043 1.3561 -0.016 0.260 -0.007
H -0.0676 -2.2526 2.5477 -0.012 0.008 0.038
C 5.6869 -3.0713 0.5572 0.123 -0.004 0.148
O -0.0576 0.2972 2.5563 -0.067 -0.039 -0.346
H -2.5303 -1.5284 -1.0798 -0.054 -0.250 -0.117
H -0.0396 -1.0373 -2.3291 0.002 -0.032 -0.054
C 3.9154 -1.2829 0.4407 0.038 0.052 0.210
H 3.0019 -4.9793 -2.0890 -0.115 0.001 -0.189
O -5.4508 0.7257 -1.7016 0.126 -0.444 -0.173
O -4.7122 3.7938 -1.8549 0.072 0.014 -0.119
O 1.0119 3.8226 1.2484 -0.158 -0.025 -0.035
H 0.1557 3.4384 1.4700 -0.021 0.033 0.084
O -9.4384 5.0794 -0.1485 0.059 0.087 -0.010
H 1.3940 -2.0708 -1.6571 -0.010 -0.010 -0.054
H -2.3537 3.8415 -1.1805 -0.257 -0.103 -0.076
H 6.8014 -4.4640 1.7736 0.072 -0.087 -0.138
N 4.3304 3.4938 3.0977 0.243 -0.216 -0.001
C -0.7380 -0.5033 -1.6944 -0.436 0.190 0.364
O -6.5782 3.8809 0.4813 -0.127 0.406 -0.043
H -8.3966 -0.1857 -1.2935 0.040 -0.089 -0.168
H 4.7527 1.1318 0.2418 -0.064 0.006 -0.068
C -6.4966 0.7356 -0.7611 -0.832 0.332 0.165
O 2.7299 -5.2881 -5.3240 -0.052 0.037 0.027
H 2.8257 -6.2392 -5.2293 -0.010 -0.009 -0.011
C 3.1867 -0.5261 1.3560 0.138 -0.099 0.011
C 1.1135 0.4680 2.2461 -0.070 0.085 0.191
C 3.8485 0.0732 2.5590 0.019 -0.029 0.032
H 0.1592 -5.6807 -2.0311 0.057 -0.121 -0.050
C 3.2116 -1.8427 -0.6229 0.091 0.008 -0.154
C 1.1202 -0.8244 0.0761 0.046 -0.109 -0.172
H 3.7312 -2.4633 -1.3379 0.057 -0.047 -0.079
H -0.7076 0.5493 -1.9762 0.319 -0.020 -0.191
C -3.1791 0.1666 -2.2313 -0.538 -0.330 -0.185
H -0.6513 0.3527 0.2634 -0.159 -0.097 0.159
H 4.4479 -4.6926 -2.5110 0.040 0.148 0.012
H -8.4828 1.5441 -1.0931 0.006 0.100 -0.115
H -5.6032 3.9890 -1.5487 -0.030 -0.086 0.036
O 5.3293 1.8548 -0.0276 0.003 -0.014 0.066
H -4.2857 -0.4385 -0.4501 -0.020 -0.079 -0.009
C -0.3482 -0.5790 -0.2017 0.294 -0.148 -0.340
H -3.8769 1.2995 -0.5327 0.146 -0.183 0.287
C 1.9115 1.4559 2.9960 0.151 -0.200 -0.275
H -10.0990 4.7341 0.4590 -0.011 0.008 0.002
H -1.6597 1.3758 1.7979 -0.060 -0.196 0.223
H -6.7379 4.8146 0.2954 0.179 0.058 0.117
H 5.4682 1.7061 -0.9682 0.023 0.063 -0.011
H 2.8967 -4.9347 -4.4353 0.080 -0.023 -0.051
H -0.9003 -1.3908 0.2787 -0.105 0.062 0.090
O 4.8364 -0.4001 3.0817 -0.042 0.013 -0.032
H 3.5267 2.5719 4.7886 0.097 0.017 0.084
C -7.8535 0.7407 -1.4743 0.047 -0.009 0.188
H -7.7184 0.8690 -2.5458 -0.008 0.038 -0.035
H -6.4762 -0.1288 -0.0876 0.430 -0.106 -0.093
H 1.3702 2.2770 3.4461 -0.032 -0.051 0.169
H 6.9596 -2.7934 2.2679 -0.006 0.028 0.014
C 1.8708 -1.6222 -0.7984 -0.233 0.143 0.109
H 3.5002 3.7445 2.5727 -0.022 0.051 -0.003
O 3.5383 -4.4102 -2.6611 0.063 -0.188 0.140
H 4.8099 -3.6214 0.9019 -0.074 0.056 0.002
O 1.0222 -5.3411 -1.7763 -0.054 0.159 0.109
C 4.0757 2.2863 3.8899 -0.355 0.220 -0.021
C 1.8001 -0.3104 1.1774 0.144 0.092 0.169
O -2.5431 1.7256 1.6322 -0.017 0.138 0.039
H -6.4412 1.6309 -0.1392 0.236 0.005 0.102
```
Positions in Å, forces in eV/Å.

Output
Charge: 0
Gap between HOMO and LUMO, Ha: 0.298
E_LUMO, eV: -1.44
Total energy, a.u.: -2038.13890
SMILES: CCOCCCCCc1ccc(C[C@H](C)F)c2c1C(=O)C=C(CN)C2=O.O.O.O.O.O.O.O.O.O.O.O
HOMO level, eV: -9.55
2S+1: 1